1.
Here is a molecular structure, C22H19ClN6O4PtS2 in a non-equilibrium geometry from OMol25. Energies are from wB97M-V/def2-TZVPD.

energy relative to the best compared isomer or geometry (same formula, charge and spin)	3.3	kcal per mole
calculated total energy	-2854.261447	hartree
multiplicity	5
highest occupied orbital energy (spin up / spin down)	-12.45 / -14.70	eV
net charge	+2
<S²>	6.0640
largest force on an atom	4.52	eV/Å

Each line ends with the Löwdin spin population.
Geometry (Å):
Pt (11.42831, 10.48789, 8.45001)  0.426
C (15.81202, 9.12311, 6.03911)  0.068
S (14.46678, 10.18743, 5.29465)  0.586
C (13.32527, 9.60838, 6.46689)  0.416
S (13.61306, 9.53406, 8.21740)  0.625
N (12.15904, 9.16855, 6.00777)  0.459
N (11.20615, 9.12964, 7.01481)  0.039
C (10.17261, 8.37122, 6.74734)  0.161
C (8.86273, 8.35965, 7.21076)  0.004
C (7.89804, 7.90942, 6.25326)  0.061
C (6.55224, 8.09576, 6.53996)  -0.008
C (6.18047, 8.57760, 7.81640)  0.068
C (7.19012, 8.98675, 8.70782)  0.003
N (8.50528, 8.98182, 8.36541)  0.050
H (16.75639, 9.27688, 5.45058)  0.003
H (15.52290, 8.06366, 5.93578)  0.010
H (16.03336, 9.32496, 7.08957)  0.008
H (10.37902, 7.65989, 5.95073)  0.005
H (8.22554, 7.64230, 5.22128)  0.002
H (5.82674, 7.70109, 5.83698)  -0.001
H (5.08653, 8.61613, 8.08988)  0.003
H (6.94773, 9.38608, 9.74043)  -0.001
O (11.18290, 14.89196, 12.53097)  -0.007
C (11.53041, 13.74074, 13.02962)  0.019
O (11.82994, 13.57034, 14.18915)  0.199
C (11.46915, 12.54946, 12.13511)  0.294
C (11.16576, 11.18718, 12.51826)  0.123
Cl (10.74260, 10.73408, 14.04589)  0.089
N (11.06527, 10.46753, 11.39334)  0.026
N (11.33178, 11.25298, 10.27900)  0.184
C (11.48012, 12.49067, 10.71070)  0.008
C (11.55774, 13.62294, 9.59626)  -0.003
O (11.35021, 14.81193, 9.96537)  0.002
O (11.85050, 13.22472, 8.47137)  0.011
C (10.49232, 9.17248, 11.36300)  0.004
C (11.22118, 8.04354, 10.93443)  0.004
C (10.71416, 6.76157, 11.06989)  0.000
C (9.34662, 6.61732, 11.48027)  0.004
C (8.61396, 7.76056, 11.86261)  0.000
C (9.17678, 9.01516, 11.80480)  0.001
H (11.21221, 14.99841, 11.52258)  0.000
H (12.25419, 8.15038, 10.47004)  0.003
H (11.33644, 5.92008, 10.72918)  0.000
H (8.88984, 5.66505, 11.58040)  0.000
H (7.49851, 7.65423, 11.99860)  0.000
H (8.64973, 9.92259, 12.11507)  0.000
C (9.28752, 14.44529, 6.58708)  0.001
C (8.24315, 13.33267, 6.89775)  0.002
C (9.03277, 12.31362, 7.61837)  0.013
N (9.90979, 11.57925, 7.86480)  0.036
H (10.18498, 14.01419, 6.17629)  0.000
H (9.63154, 14.96098, 7.48202)  0.000
H (8.91907, 15.21259, 5.87723)  0.000
H (7.80286, 12.87253, 5.97309)  0.000
H (7.40646, 13.67138, 7.51532)  0.000

---

2.
Here is 2 unconnected molecules or ions with the total composition C8H14Br in a non-equilibrium geometry from OMol25. Energies are from wB97M-V/def2-TZVPD.

energy relative to the best compared isomer or geometry (same formula, charge and spin)	16.3	kcal per mole
calculated total energy	-2887.155706	hartree
multiplicity	2
highest occupied orbital energy (spin up / spin down)	-9.14 / -9.06	eV
net charge	0
<S²>	0.7527
largest force on an atom	1.11	eV/Å

Each line ends with the Löwdin spin population.
Geometry (Å):
Br (-0.38108, 3.32916, 2.23756)  0.843
H (-1.54690, 1.79427, 1.23026)  0.033
C (-0.90636, 0.99861, 0.74762)  0.080
C (-1.80268, -0.00040, 0.03489)  0.016
C (-1.01664, -1.02431, -0.80048)  0.009
C (0.02448, -1.82470, -0.01695)  0.000
C (1.22435, -1.03395, 0.55534)  0.000
C (1.80250, -0.10904, -0.53584)  0.001
C (1.19207, 1.25659, -0.69159)  0.006
C (0.03492, 1.71935, -0.21110)  0.010
H (-0.42780, 0.48569, 1.59464)  0.000
H (-2.37778, -0.54117, 0.79732)  0.000
H (-2.53509, 0.51819, -0.60826)  0.000
H (-1.73109, -1.72752, -1.24044)  0.002
H (-0.53275, -0.47469, -1.61813)  0.000
H (-0.47317, -2.39673, 0.78928)  0.000
H (0.45662, -2.54749, -0.72810)  0.000
H (0.97362, -0.48283, 1.47025)  0.000
H (1.99838, -1.76752, 0.85213)  0.000
H (2.88640, 0.00068, -0.35303)  0.000
H (1.73518, -0.68490, -1.48452)  0.000
H (1.79937, 1.89403, -1.35625)  0.000
H (-0.39655, 2.61870, -0.66461)  0.000

---

3.
Here is a molecular structure, C36H37KN7O9S2 in a non-equilibrium geometry from OMol25. Energies are from wB97M-V/def2-TZVPD.

calculated total energy	-3850.759073	hartree
highest occupied orbital energy	-4.38	eV
net charge	-1
largest force on an atom	1.18	eV/Å

Each line ends with the Mulliken charge.
Geometry (Å):
K (2.30147, 0.56628, -1.50158)  1.052
O (1.92829, 3.53605, -0.76740)  -0.519
C (0.76304, 4.31823, -0.91174)  -0.683
C (-0.20678, 4.24740, 0.24302)  0.938
C (-1.44396, 4.88804, 0.18711)  -0.693
C (-2.30181, 4.76644, 1.26108)  -0.368
C (-1.90448, 4.01954, 2.36694)  -0.551
C (-0.65095, 3.43636, 2.33815)  -0.507
N (0.17830, 3.55167, 1.30016)  -0.244
H (1.89116, 3.06464, 0.09664)  0.364
H (0.22915, 3.99801, -1.80902)  0.221
H (1.03808, 5.36985, -1.05651)  0.305
H (-1.72868, 5.44980, -0.69642)  0.367
H (-3.27560, 5.24100, 1.23981)  0.399
H (-2.55281, 3.89865, 3.22650)  0.410
H (-0.28239, 2.84503, 3.17380)  0.530
C (-7.04743, -1.41626, -2.01274)  -1.211
C (-6.40992, -2.31139, -0.95304)  -0.511
S (-4.91486, -1.53170, -0.37421)  1.255
O (-5.27344, -0.29275, 0.27571)  -0.721
O (-3.97293, -1.51445, -1.46634)  -0.612
C (-4.33874, -2.65516, 0.88114)  -0.878
C (-3.06043, -2.16900, 1.56372)  -1.331
N (-1.90208, -2.07423, 0.68644)  0.626
C (-1.32309, -0.92082, 0.27222)  0.335
N (-0.27714, -1.15579, -0.50695)  0.455
C (-0.14622, -2.49592, -0.59832)  -0.606
C (-1.13872, -3.09420, 0.12655)  -0.664
N (-1.35598, -4.47785, 0.31140)  1.162
O (-0.61418, -5.24500, -0.26111)  -0.652
O (-2.32026, -4.83420, 0.98493)  -0.706
C (-1.77884, 0.43481, 0.68120)  -0.587
H (-7.94208, -1.89001, -2.41501)  0.397
H (-6.34892, -1.24049, -2.83147)  0.318
H (-7.32278, -0.45286, -1.58434)  0.329
H (-6.10968, -3.28165, -1.35273)  0.367
H (-7.04816, -2.44649, -0.07733)  0.378
H (-4.19308, -3.63037, 0.41973)  0.532
H (-5.14257, -2.70677, 1.61775)  0.559
H (-2.83450, -2.86457, 2.36440)  0.388
H (-3.22667, -1.18262, 1.98899)  0.578
H (0.65066, -2.97143, -1.15180)  0.529
H (-2.84347, 0.58050, 0.48903)  0.297
H (-1.21754, 1.16990, 0.10952)  -0.373
H (-1.58532, 0.60356, 1.74449)  0.378
O (2.53149, -0.95443, -5.79981)  -0.775
C (3.39933, -0.55341, -5.03504)  0.067
N (3.21547, 0.06457, -3.82898)  -0.322
C (4.43167, 0.35197, -3.28337)  0.581
O (4.61259, 0.89559, -2.19664)  -0.799
C (5.52927, -0.10458, -4.22244)  0.094
C (6.90281, -0.03054, -4.15532)  -0.368
C (7.63029, -0.54886, -5.22804)  -0.423
C (6.98518, -1.12259, -6.31941)  -0.425
C (5.59137, -1.19128, -6.37094)  -0.323
C (4.88827, -0.66916, -5.30807)  0.049
H (7.39817, 0.41099, -3.29918)  0.469
H (8.71289, -0.50335, -5.21387)  0.373
H (7.57393, -1.51938, -7.13757)  0.371
H (5.07436, -1.63940, -7.21095)  0.460
C (-0.77742, 0.16187, 7.49914)  -0.812
C (0.17023, -0.23241, 8.60745)  0.613
O (-0.19612, -0.41226, 9.74160)  -0.564
S (1.91193, -0.44256, 8.26625)  -0.149
C (2.05629, -0.30421, 6.50392)  -0.402
C (2.58624, 0.85405, 5.94326)  -0.338
C (2.71643, 0.95980, 4.56621)  -0.330
C (2.32790, -0.08620, 3.72679)  0.238
C (1.81838, -1.25223, 4.30420)  -0.534
C (1.68666, -1.36418, 5.67885)  -0.208
C (2.44804, 0.02808, 2.28209)  -0.572
C (2.30173, 0.84737, 1.17972)  -0.907
H (-1.53035, 0.82066, 7.92850)  0.338
H (-1.27902, -0.73528, 7.13318)  0.238
H (-0.27829, 0.64515, 6.66433)  0.229
H (2.87910, 1.67240, 6.59063)  0.411
H (3.11561, 1.86335, 4.11852)  0.457
H (1.53791, -2.07509, 3.65588)  0.582
H (1.30230, -2.27672, 6.12105)  0.451
C (-0.07084, 0.95030, -5.02909)  -0.826
N (-0.96483, 0.51808, -3.94394)  -0.082
C (-1.14172, -0.92110, -3.76719)  -0.587
C (-1.20137, 1.35642, -2.94230)  0.624
N (-1.40404, 2.13164, -2.10146)  -0.586
H (-0.59295, 0.87694, -5.98512)  0.327
H (0.82271, 0.32606, -5.06623)  0.185
H (0.22725, 1.98202, -4.86442)  0.354
H (-1.46611, -1.34764, -4.71684)  0.376
H (-1.89980, -1.11256, -3.01187)  0.115
H (-0.20417, -1.39995, -3.47467)  0.189
O (2.99167, -1.51138, 0.33588)  -0.825
C (2.68591, -0.53629, 1.04293)  0.914

---

4.
Here is C3H4S in the gas phase in a non-equilibrium geometry from OMol25. Energies are from wB97M-V/def2-TZVPD.

energy relative to the best compared isomer or geometry (same formula, charge and spin)	41.0	kcal per mole
calculated total energy	-514.777276	hartree
highest occupied orbital energy	-8.97	eV
structure (SMILES)	C=CC=S
net charge	0
largest force on an atom	5.26	eV/Å

Each line ends with the natural charge from an NBO analysis.
Geometry (Å):
C (1.27623, -0.82835, -0.07488)  -0.328
C (0.19556, 0.17020, 0.07680)  -0.260
C (-1.33449, 0.56832, -0.02880)  -0.316
S (-2.75971, -0.21810, 0.02069)  0.104
H (1.01105, -1.89884, -0.05481)  0.202
H (2.36359, -0.60357, -0.05788)  0.218
H (0.53372, 1.12971, 0.42893)  0.181
H (-1.28595, 1.68062, -0.31005)  0.199